# 1
Formula: C3H7HgO5
Source: the OMol25 dataset
Level of theory: the ωB97M-V functional and the def2-TZVPD basis

Calculated values
- Multiplicity: 3
- ΔE to the lowest compared entry with this formula, charge and spin: 0.0 kcal/mol
- Largest force on an atom: 3.1 eV/Å
- Kohn-Sham gap (alpha / beta): 9.924 / 6.465 eV
- Total charge: +1
- ⟨S²⟩: 2.007
- HOMO (alpha / beta): -13.63 / -14.02 eV

Atoms and positions in Å:
O: -0.7557 0.9234 -1.6698
C: -0.5442 0.9619 -0.3392
C: 0.5076 -0.0071 0.1736
O: 0.9037 0.4935 1.4497
C: 1.9626 -0.0661 2.0151
O: 2.6197 -0.9611 1.5402
O: 2.1593 0.4890 3.2026
H: -2.9013 -0.3845 -1.7002
H: -1.5324 0.7776 0.1459
H: -0.3235 2.0096 -0.0350
H: 1.3763 -0.0298 -0.4980
H: 0.0958 -1.0198 0.2825
H: 2.9400 0.0928 3.6114
Hg: -0.7668 -0.4685 -3.3967
O: -2.6849 -0.9733 -2.4945
H: -3.0563 -1.8375 -2.2877

Partial charges, Mulliken, in e: number 1, O, carries -0.372; number 2, C, carries -0.211; number 3, C, carries -0.492; number 4, O, carries -0.267; number 5, C, carries 0.655; number 6, O, carries -0.524; number 7, O, carries -0.420; number 8, H, carries 0.374; number 9, H, carries 0.276; number 10, H, carries 0.365; number 11, H, carries 0.387; number 12, H, carries 0.292; number 13, H, carries 0.375; number 14, Hg, carries 0.811; number 15, O, carries -0.618; number 16, H, carries 0.368

***

# 2
Formula: C17H20FNO2S
Source: the OMol25 dataset
Level of theory: the ωB97M-V functional and the def2-TZVPD basis

Calculated values
- Multiplicity: 1
- ΔE to the lowest compared entry with this formula, charge and spin: 4.5 kcal/mol
- Largest force on an atom: 1.2 eV/Å
- Kohn-Sham gap: 9.198 eV
- HOMO: -8.65 eV

Atoms and positions in Å:
C: 0.6227 1.7575 -4.1814
C: 1.6769 0.9662 -3.4174
H: 1.4925 -0.1036 -3.5504
H: 2.6648 1.1838 -3.8289
C: 1.7139 1.2566 -1.9058
N: 0.5393 0.7088 -1.2402
C: -0.6667 1.2889 -1.0434
O: -0.9810 2.4245 -1.3453
C: -1.6265 0.3906 -0.3678
C: -2.9135 0.6371 0.0335
C: -3.3734 -0.5473 0.6456
C: -2.3396 -1.4408 0.5764
O: -1.2776 -0.8789 -0.0376
C: -2.1875 -2.8220 1.0770
H: -2.9646 -3.4834 0.6945
H: -1.2044 -3.2074 0.8054
S: -2.3720 -2.9378 2.9048
C: -1.5152 -1.4262 3.4777
C: -0.1785 -1.2090 2.8453
C: 0.7118 -2.2642 2.6910
C: 1.9313 -2.0303 2.0868
C: 2.3029 -0.7762 1.6370
C: 1.4153 0.2717 1.8082
C: 0.1837 0.0576 2.4011
H: -0.5045 0.8821 2.5166
H: 1.6809 1.2612 1.4705
H: 3.2653 -0.6355 1.1712
F: 2.7850 -3.0631 1.9239
H: 0.4573 -3.2569 3.0307
H: -2.1756 -0.5761 3.3020
H: -1.4182 -1.5823 4.5539
H: -4.3360 -0.7219 1.0813
H: -3.4463 1.5556 -0.0994
H: 0.6049 -0.2633 -0.9803
C: 1.9083 2.7353 -1.5906
H: 2.7840 3.1070 -2.1161
H: 2.0579 2.8732 -0.5221
H: 1.0357 3.3066 -1.8866
H: 2.5665 0.7004 -1.4912
H: -0.3552 1.6445 -3.7224
H: 0.5656 1.4025 -5.2081
H: 0.8695 2.8149 -4.1995

Partial charges, Mulliken, in e: number 1, C, carries -1.132; number 2, C, carries -0.612; number 3, H, carries 0.307; number 4, H, carries 0.403; number 5, C, carries 0.143; number 6, N, carries 0.070; number 7, C, carries 0.199; number 8, O, carries -0.669; number 9, C, carries 0.473; number 10, C, carries -0.675; number 11, C, carries -0.689; number 12, C, carries 0.331; number 13, O, carries -0.259; number 14, C, carries -0.834; number 15, H, carries 0.467; number 16, H, carries 0.315; number 17, S, carries -0.154; number 18, C, carries -0.994; number 19, C, carries 0.407; number 20, C, carries -0.562; number 21, C, carries 0.409; number 22, C, carries -0.668; number 23, C, carries -0.198; number 24, C, carries -0.640; number 25, H, carries 0.425; number 26, H, carries 0.340; number 27, H, carries 0.513; number 28, F, carries -0.349; number 29, H, carries 0.564; number 30, H, carries 0.370; number 31, H, carries 0.442; number 32, H, carries 0.537; number 33, H, carries 0.591; number 34, H, carries 0.364; number 35, C, carries -1.570; number 36, H, carries 0.405; number 37, H, carries 0.339; number 38, H, carries 0.391; number 39, H, carries 0.269; number 40, H, carries 0.252; number 41, H, carries 0.410; number 42, H, carries 0.270

***

# 3
Formula: C2H5NO2
Source: the OMol25 dataset
Level of theory: the ωB97M-V functional and the def2-TZVPD basis

Calculated values
- Multiplicity: 2
- ΔE to the lowest compared entry with this formula, charge and spin: 51.9 kcal/mol
- Largest force on an atom: 4.4 eV/Å
- Kohn-Sham gap (alpha / beta): 12.093 / 6.633 eV
- Total charge: +1
- ⟨S²⟩: 0.788
- HOMO (alpha / beta): -17.25 / -17.00 eV

Atoms and positions in Å:
O: 2.3454 0.1192 -0.6767
C: 1.2207 0.3035 -1.1280
N: -0.0571 0.3011 -0.5304
C: -0.4324 0.0252 0.8175
O: -1.5333 -1.0010 1.0287
H: 0.9783 0.9290 -2.0206
H: -0.8788 0.4531 -1.2358
H: 0.3764 -0.2122 1.4405
H: -0.9545 0.8785 1.2464
H: -1.0648 -1.7965 1.0584

Partial charges, Mulliken, in e: number 1, O, carries -0.228; number 2, C, carries 0.240; number 3, N, carries 0.026; number 4, C, carries -0.365; number 5, O, carries -0.407; number 6, H, carries 0.326; number 7, H, carries 0.371; number 8, H, carries 0.394; number 9, H, carries 0.306; number 10, H, carries 0.336

***

# 4
Formula: H13O6S
Source: the OMol25 dataset
Level of theory: the ωB97M-V functional and the def2-TZVPD basis

Calculated values
- Multiplicity: 1
- ΔE to the lowest compared entry with this formula, charge and spin: 8.4 kcal/mol
- Largest force on an atom: 1.3 eV/Å
- Kohn-Sham gap: 7.878 eV
- Total charge: -1
- HOMO: -4.54 eV

Atoms and positions in Å:
S: -2.1497 -0.1337 -1.5754
H: -2.9036 -1.1480 -1.8900
H: -0.4711 -1.7785 -0.2016
H: 0.1540 -3.1444 -0.3423
O: 0.0488 -2.4364 0.3014
H: 0.9736 2.2110 0.7888
H: 0.1468 1.5780 1.7984
O: 1.0852 1.7871 1.6633
H: 1.3263 -1.1385 0.7310
H: 1.6923 0.1387 1.2938
O: 2.1495 -0.6379 0.8896
H: -0.7686 1.6754 -0.6849
H: 0.5187 1.7972 -1.3502
O: -0.0836 2.3549 -0.8187
H: -1.7985 -0.6670 2.2056
H: -1.6078 0.2136 1.0450
O: -1.1873 0.0161 1.9040
H: 0.1747 -0.2505 -1.9743
H: 1.6252 -0.5561 -1.6838
O: 1.0751 0.1190 -2.0998

Partial charges, Mulliken, in e: number 1, S, carries -0.749; number 2, H, carries -0.029; number 3, H, carries 0.314; number 4, H, carries 0.280; number 5, O, carries -0.644; number 6, H, carries 0.417; number 7, H, carries 0.350; number 8, O, carries -0.751; number 9, H, carries 0.334; number 10, H, carries 0.455; number 11, O, carries -0.706; number 12, H, carries 0.234; number 13, H, carries 0.496; number 14, O, carries -0.737; number 15, H, carries 0.283; number 16, H, carries 0.281; number 17, O, carries -0.670; number 18, H, carries 0.248; number 19, H, carries 0.325; number 20, O, carries -0.732

***

# 5
Formula: CH4FNS
Source: the OMol25 dataset
Level of theory: the ωB97M-V functional and the def2-TZVPD basis

Calculated values
- Multiplicity: 1
- ΔE to the lowest compared entry with this formula, charge and spin: 37.8 kcal/mol
- Largest force on an atom: 3.6 eV/Å
- Kohn-Sham gap: 9.398 eV
- HOMO: -9.71 eV

Atoms and positions in Å:
C: -0.9194 -0.1523 0.2860
N: 0.1025 0.5355 -0.5125
F: 2.4758 -0.9585 -0.0090
S: 1.6332 0.7858 0.1038
H: -0.5635 -1.1369 0.6243
H: -1.0466 0.6034 1.2508
H: -1.8702 -0.1013 -0.2491
H: 0.1882 0.4243 -1.4942

Partial charges, Mulliken, in e: number 1, C, carries -0.607; number 2, N, carries -0.273; number 3, F, carries -0.448; number 4, S, carries 0.239; number 5, H, carries 0.269; number 6, H, carries 0.219; number 7, H, carries 0.318; number 8, H, carries 0.283

***

# 6
Formula: C3H3ClIN
Source: the OMol25 dataset
Level of theory: the ωB97M-V functional and the def2-TZVPD basis

Calculated values
- Multiplicity: 3
- ΔE to the lowest compared entry with this formula, charge and spin: 10.0 kcal/mol
- Largest force on an atom: 8.6 eV/Å
- Kohn-Sham gap (alpha / beta): 7.256 / 6.336 eV
- ⟨S²⟩: 2.015
- HOMO (alpha / beta): -7.49 / -10.02 eV

Atoms and positions in Å:
C: -1.2266 -0.0042 0.4380
C: 1.2508 -0.5779 0.1234
C: 0.1232 -0.2234 0.8507
N: -2.3291 0.2238 0.3413
Cl: -0.0979 0.3173 2.5804
I: -0.4637 1.6582 -2.6052
H: 2.1858 -0.7094 0.5789
H: 1.0852 -1.0302 -0.8589
H: -0.5276 0.3458 -1.4485

Partial charges, Mulliken, in e: number 1, C, carries 0.155; number 2, C, carries -0.858; number 3, C, carries 0.518; number 4, N, carries -0.321; number 5, Cl, carries -0.140; number 6, I, carries -0.017; number 7, H, carries 0.368; number 8, H, carries 0.376; number 9, H, carries -0.081

***

# 7
Formula: C2H4ClNO2
Source: the OMol25 dataset
Level of theory: the ωB97M-V functional and the def2-TZVPD basis

Calculated values
- Multiplicity: 1
- ΔE to the lowest compared entry with this formula, charge and spin: 85.9 kcal/mol
- Largest force on an atom: 3.7 eV/Å
- Kohn-Sham gap: 9.241 eV
- HOMO: -9.51 eV

Atoms and positions in Å:
C: -1.5441 0.8365 -0.7077
C: -1.6217 -0.2682 0.0514
N: 2.4545 -0.4842 1.0209
O: 1.4034 -1.0591 1.1791
O: 2.7853 -0.2629 -0.3118
Cl: -3.2245 -0.6628 0.6050
H: 3.6465 0.1649 -0.3094
H: -0.5287 1.2091 -0.9835
H: -2.4545 1.5626 -0.8584
H: -0.9162 -1.0360 0.3144

Partial charges, Mulliken, in e: number 1, C, carries -0.515; number 2, C, carries -0.043; number 3, N, carries 0.196; number 4, O, carries -0.238; number 5, O, carries -0.373; number 6, Cl, carries -0.226; number 7, H, carries 0.414; number 8, H, carries 0.223; number 9, H, carries 0.205; number 10, H, carries 0.355

***

# 8
Formula: C4H7IO
Source: the OMol25 dataset
Level of theory: the ωB97M-V functional and the def2-TZVPD basis

Calculated values
- Multiplicity: 1
- ΔE to the lowest compared entry with this formula, charge and spin: 75.9 kcal/mol
- Largest force on an atom: 4.3 eV/Å
- Kohn-Sham gap (alpha / beta): 8.017 / 7.940 eV
- HOMO (alpha / beta): -8.05 / -8.02 eV

Atoms and positions in Å:
C: 0.6180 -1.1455 0.5293
C: -0.6304 0.7933 -0.1567
C: 0.6943 -1.7040 -0.8745
C: -0.3304 1.8370 0.7584
O: 1.1283 -1.5635 1.5427
I: -2.6505 -0.0885 -0.0505
H: -0.5262 0.9216 -1.2065
H: -0.1134 -2.4737 -1.0891
H: 1.7226 -2.2093 -1.0139
H: 0.6687 -0.8148 -1.4856
H: -0.4971 1.5868 1.8787
H: -0.9082 2.8089 0.6563
H: 0.8241 2.0517 0.5116

Partial charges, Mulliken, in e: number 1, C, carries 0.513; number 2, C, carries -0.751; number 3, C, carries -0.708; number 4, C, carries -0.832; number 5, O, carries -0.426; number 6, I, carries -0.032; number 7, H, carries 0.544; number 8, H, carries 0.254; number 9, H, carries 0.298; number 10, H, carries 0.289; number 11, H, carries 0.269; number 12, H, carries 0.341; number 13, H, carries 0.241